1.
Formula: C25H28FN3O6SSr
Source: OMol25
Level of theory: ωB97M-V with the def2-TZVPD basis set

Structure (ORCA input):
```
! RIJCOSX wB97M-V def2-TZVPD def2/J DEFGRID3
* xyz 2 1
Sr 0.544 3.900 2.582
F -2.459 -2.046 -0.602
C -1.326 -1.422 -0.986
C -0.936 -0.302 -0.317
C 0.258 0.344 -0.654
C 0.687 1.514 0.092
O 0.010 1.986 1.045
C 1.908 2.102 -0.339
C 2.592 1.594 -1.392
N 2.189 0.498 -2.086
C 3.010 0.001 -3.171
C 2.491 0.084 -4.579
C 3.608 0.978 -4.135
C 1.032 -0.156 -1.717
C 0.593 -1.303 -2.398
C -0.573 -1.954 -2.049
N -0.954 -3.112 -2.771
C -0.080 -4.275 -2.728
C -0.031 -4.888 -4.135
N -1.304 -4.511 -4.849
C -2.484 -4.602 -3.929
C -2.356 -3.506 -2.856
C 2.223 3.380 0.408
O 2.562 3.215 1.623
O 1.870 4.443 -0.101
H -1.536 0.092 0.492
H 3.507 2.047 -1.744
H 3.605 -0.862 -2.897
H 1.523 0.546 -4.717
H 2.717 -0.735 -5.248
H 3.373 2.025 -4.011
H 4.610 0.775 -4.483
H 1.167 -1.678 -3.234
H -0.439 -5.013 -2.000
H 0.922 -3.985 -2.424
H 0.026 -5.975 -4.114
H 0.793 -4.500 -4.728
H -1.436 -5.098 -5.673
H -1.218 -3.543 -5.164
H -2.462 -5.603 -3.501
H -3.394 -4.495 -4.514
H -2.756 -3.907 -1.922
H -2.952 -2.635 -3.128
C -1.836 -0.856 3.306
C -1.572 0.453 3.991
C -2.609 1.307 4.344
C -2.357 2.509 5.002
C -1.052 2.840 5.325
C 0.004 1.997 4.984
C -0.260 0.819 4.312
S -0.660 4.483 5.879
C 0.294 4.159 7.355
O 0.350 4.877 4.828
H -2.812 -0.867 2.824
H -1.813 -1.669 4.033
H -1.069 -1.065 2.560
H -3.630 1.046 4.096
H -3.172 3.177 5.250
H 1.019 2.271 5.250
H 0.558 0.161 4.041
H 1.135 3.507 7.130
H -0.368 3.709 8.094
H 0.648 5.125 7.712
O -0.487 6.030 1.278
O 0.565 6.571 1.454
*
```

For the energy above the lowest of the compared OMol25 structures with the same formula, charge and spin, the calculation gives 0.0 kJ/mol. The value obtained for the maximum force is 0.76 eV/Å.

2.
Formula: C25H28IrN9S3Se
Source: OMol25
Level of theory: ωB97M-V with the def2-TZVPD basis set

Structure (ORCA input):
```
! RIJCOSX wB97M-V def2-TZVPD def2/J DEFGRID3
* xyz 1 6
Ir -1.020 -0.218 0.246
C -5.767 2.298 1.455
S -4.785 1.804 2.898
C -3.372 1.147 2.057
S -3.626 -0.404 1.316
N -2.238 1.754 2.193
N -1.132 1.219 1.709
C 0.056 1.693 2.161
C 1.202 0.971 1.834
C 2.494 1.287 2.321
C 3.561 0.511 1.964
C 3.358 -0.600 1.123
C 2.081 -0.871 0.688
N 1.025 -0.124 1.016
H -6.780 2.483 1.806
H -5.768 1.491 0.724
H -5.351 3.202 1.020
H 0.073 2.549 2.823
H 2.604 2.147 2.968
H 4.553 0.739 2.329
H 4.180 -1.228 0.816
H 1.887 -1.729 0.053
C -0.791 -1.243 3.689
C -0.484 -2.386 2.779
C -0.006 -3.578 3.368
C 0.179 -4.690 2.607
C -0.112 -4.635 1.229
C -0.017 -5.771 0.396
C -0.328 -5.696 -0.940
C -0.684 -4.469 -1.493
C -0.745 -3.319 -0.712
S -1.045 -1.822 -1.491
C -0.512 -3.389 0.694
N -0.685 -2.286 1.472
H -1.107 -1.621 4.660
H -1.583 -0.622 3.284
H 0.095 -0.625 3.845
H 0.191 -3.587 4.431
H 0.524 -5.620 3.042
H 0.302 -6.708 0.837
H -0.281 -6.578 -1.563
H -0.902 -4.394 -2.551
C 1.029 0.566 -2.561
N 0.496 1.567 -1.616
C 1.641 2.258 -0.989
N 2.510 2.882 -1.975
C 2.996 1.845 -2.889
N 1.890 1.166 -3.566
C 1.109 2.162 -4.307
N 0.592 3.200 -3.414
C -0.251 2.572 -2.406
C 1.723 3.848 -2.750
H 0.189 0.078 -3.060
H 1.598 -0.183 -2.002
H 2.230 1.540 -0.417
H 1.258 3.025 -0.312
H 3.573 1.110 -2.322
H 3.645 2.306 -3.633
H 0.270 1.662 -4.794
H 1.744 2.623 -5.065
H -1.089 2.081 -2.902
H -0.637 3.338 -1.730
H 1.349 4.623 -2.079
H 2.369 4.303 -3.501
Se -4.153 2.223 -2.498
C -3.042 1.363 -1.492
N -2.280 0.763 -0.822
*
```

For the energy above the lowest of the compared OMol25 structures with the same formula, charge and spin, the calculation gives 0.0 kJ/mol. The value obtained for the maximum force is 1.19 eV/Å. The expectation value of S² is 8.8186.